[1]
Here is C51H56LaNOP2Sb as an isolated structure from the OMol25 dataset. Energies are from wB97M-V/def2-TZVPD.

```
113
Properties=species:S:1:pos:R:3:mulliken_charge:R:1
La 0.52 -0.46 0.08 2.06
O -0.41 -1.96 1.67 1.62
C -0.69 -1.73 3.02 -1.05
C -1.53 -2.66 3.65 -0.23
C -1.84 -2.47 4.98 -0.83
C -1.37 -1.35 5.68 -0.96
C -0.50 -0.44 5.06 0.26
C -0.15 -0.58 3.69 -0.71
P 0.90 0.67 2.89 0.73
C 2.59 0.35 3.46 0.93
C 2.82 -0.56 4.49 -0.54
C 4.16 -0.74 4.92 -0.65
C 5.16 0.10 4.46 -0.70
C 4.92 0.99 3.40 -0.79
C 3.63 1.10 2.85 -0.61
C 0.42 2.23 3.66 0.62
C -0.98 2.52 3.69 -0.47
C -1.40 3.77 4.17 -0.66
C -0.50 4.71 4.59 -0.63
C 0.88 4.38 4.62 -0.70
C 1.35 3.15 4.19 -0.39
C 0.03 -3.23 1.22 -0.01
C 0.95 -3.96 1.94 0.08
C 1.51 -5.13 1.47 -1.05
C 0.96 -5.67 0.27 -0.92
C 0.05 -4.95 -0.49 -1.31
C -0.45 -3.68 -0.02 0.42
P -1.34 -2.55 -1.16 1.23
C -2.92 -2.27 -0.40 1.14
C -3.46 -0.99 -0.49 -0.67
C -4.60 -0.70 0.25 -0.60
C -5.27 -1.71 0.97 -0.74
C -4.69 -2.96 1.05 -0.87
C -3.49 -3.26 0.39 -0.78
C -1.78 -3.53 -2.65 0.50
C -2.70 -4.61 -2.69 -0.29
C -2.79 -5.37 -3.85 -0.57
C -2.19 -4.97 -5.02 -0.55
C -1.49 -3.79 -5.03 -0.57
C -1.21 -3.08 -3.86 -0.53
H -1.95 -3.49 3.05 0.54
H -2.42 -3.23 5.51 0.46
H -1.64 -1.24 6.72 0.51
H -0.13 0.44 5.59 0.61
H 2.06 -1.26 4.87 0.34
H 4.35 -1.62 5.54 0.42
H 6.20 0.00 4.84 0.37
H 5.72 1.62 3.05 0.49
H 3.47 1.79 2.01 0.65
H -1.75 1.84 3.32 0.36
H -2.48 3.95 4.14 0.43
H -0.83 5.72 4.88 0.42
H 1.56 5.15 5.02 0.44
H 2.41 2.95 4.13 0.39
H 1.36 -3.61 2.90 0.51
H 2.31 -5.72 1.96 0.46
H 1.21 -6.68 -0.04 0.51
H -0.28 -5.41 -1.40 0.50
H -3.03 -0.23 -1.13 0.43
H -5.01 0.33 0.24 0.48
H -6.24 -1.49 1.48 0.40
H -5.22 -3.77 1.61 0.42
H -3.03 -4.23 0.42 0.59
H -3.25 -4.94 -1.79 0.32
H -3.26 -6.37 -3.84 0.39
H -2.29 -5.64 -5.91 0.39
H -1.25 -3.29 -5.96 0.41
H -0.54 -2.22 -3.86 0.39
N 3.00 -1.05 0.01 -0.45
C 3.26 -1.50 -1.35 0.59
C 3.44 -0.63 -2.43 -0.23
C 3.70 -1.17 -3.69 -0.76
C 3.59 -2.54 -3.91 -0.65
C 3.48 -3.39 -2.81 -0.54
C 3.38 -2.88 -1.53 -0.40
H 3.51 -0.21 0.24 0.27
H 3.21 -1.78 0.70 0.20
H 3.44 0.46 -2.28 0.48
H 3.96 -0.51 -4.52 0.46
H 3.66 -2.98 -4.91 0.47
H 3.40 -4.48 -2.96 0.42
H 3.35 -3.51 -0.64 0.34
C -2.35 5.24 -1.35 -1.17
C -2.32 3.69 -1.36 0.39
C -3.38 3.12 -2.30 -1.22
Sb -0.27 2.73 -1.77 -0.05
C 1.21 4.33 -1.52 0.29
C 1.09 5.53 -2.49 -1.26
C 1.21 4.74 -0.07 -1.18
C -0.40 2.59 -3.98 0.43
C 0.83 1.98 -4.58 -1.32
C -0.87 3.84 -4.76 -1.40
H -3.35 5.63 -1.23 0.48
H -1.95 5.67 -2.25 0.17
H -1.73 5.62 -0.47 0.20
H -2.52 3.26 -0.37 0.35
H -3.21 3.41 -3.36 0.26
H -4.33 3.52 -1.97 0.54
H -3.43 2.02 -2.29 0.01
H 2.09 3.73 -1.80 0.49
H 0.07 5.89 -2.67 0.18
H 1.46 5.28 -3.48 0.31
H 1.72 6.33 -2.10 0.48
H 0.30 5.18 0.30 0.13
H 2.06 5.39 0.11 0.49
H 1.38 3.86 0.59 0.16
H -1.19 1.80 -4.02 0.36
H 1.68 2.66 -4.56 0.31
H 0.66 1.72 -5.65 0.44
H 1.07 1.04 -4.09 0.20
H -0.13 4.63 -4.86 0.25
H -1.74 4.28 -4.27 0.21
H -1.16 3.50 -5.76 0.44
```

Properties
Charge: +3
Frontier orbital gap in hartree: 0.26156
LUMO in hartree: -0.316
HOMO level in eV: -15.7
Total energy in Ha: -3060.641766

***

[2]
Here is a 5-piece molecular cluster, C51H60F2IN7O13PSi overall from the OMol25 dataset. Energies are from wB97M-V/def2-TZVPD.

```
136
Properties=species:S:1:pos:R:3:mulliken_charge:R:1
C 5.06 -1.97 0.63 -1.50
C 4.19 -0.86 0.03 0.29
C 3.13 -1.43 -0.91 -0.75
O 1.78 -1.20 -0.52 -0.36
C 1.41 -1.96 0.60 -1.63
C -0.06 -1.71 0.86 0.10
C -0.91 -2.82 0.81 0.88
P -0.46 -4.55 0.44 1.09
N -1.79 -5.34 0.24 -0.75
O 0.38 -5.06 1.66 -0.53
O 0.52 -4.54 -0.82 -0.43
C -2.25 -2.64 1.04 -1.12
N -2.75 -1.41 1.22 0.95
N -4.14 -1.33 1.45 0.19
C -4.54 -2.05 2.64 0.55
C -3.89 -1.61 3.91 -1.01
O -5.33 -2.92 2.59 -0.46
C -4.92 -1.64 0.27 0.43
C -6.38 -1.37 0.40 -1.65
O -4.41 -2.03 -0.72 -0.31
C -1.98 -0.28 1.23 -0.69
C -2.73 1.00 1.40 -1.07
C -3.60 1.40 0.16 -0.16
C -3.77 2.93 0.10 -1.39
I -2.69 0.73 -1.66 0.08
C -0.59 -0.42 1.12 0.36
C 0.30 0.82 1.29 1.02
F -0.20 1.57 2.31 -0.29
F 1.50 0.41 1.79 -0.33
C 0.56 1.63 0.03 -0.61
C -0.08 3.03 0.01 -0.12
Si 1.02 4.41 0.72 0.04
C 1.05 5.82 -0.53 -0.98
C 0.16 5.07 2.27 -1.24
C 2.77 3.84 1.05 0.43
C 3.20 3.62 2.37 -0.48
C 4.51 3.21 2.62 -0.09
C 5.39 3.00 1.56 -0.83
C 4.97 3.23 0.25 -0.86
C 3.67 3.64 -0.01 -0.14
H 4.42 -2.61 1.24 0.30
H 5.55 -2.56 -0.13 0.36
H 5.78 -1.55 1.32 0.42
H 4.84 -0.16 -0.49 0.37
H 3.74 -0.34 0.87 -0.14
H 3.22 -0.95 -1.88 0.35
H 3.30 -2.49 -1.09 0.52
H 1.63 -3.01 0.45 0.90
H 1.97 -1.64 1.48 0.32
H -1.81 -5.79 -0.67 0.14
H -0.10 -5.84 2.00 0.37
H -0.03 -4.36 -1.59 0.21
H -2.92 -3.49 1.01 0.64
H -3.47 -2.48 4.40 0.33
H -4.63 -1.17 4.57 0.36
H -3.08 -0.90 3.75 0.18
H -6.88 -2.23 0.83 0.41
H -6.78 -1.13 -0.58 0.42
H -6.58 -0.53 1.06 0.38
H -2.11 1.84 1.66 0.75
H -3.44 0.87 2.22 0.40
H -4.60 1.01 0.28 0.70
H -3.12 3.39 -0.63 0.36
H -3.62 3.38 1.08 0.40
H -4.79 3.16 -0.19 0.37
H 0.26 1.06 -0.84 0.46
H 1.64 1.75 -0.05 0.23
H -1.04 3.08 0.51 -0.88
H -0.27 3.28 -1.03 0.74
H 1.03 6.78 -0.02 0.40
H 0.18 5.78 -1.19 0.36
H 1.94 5.78 -1.16 0.02
H 0.31 4.38 3.10 0.33
H -0.92 5.06 2.08 0.33
H 0.47 6.07 2.53 0.40
H 2.52 3.80 3.19 0.33
H 4.82 3.05 3.64 0.36
H 6.40 2.67 1.77 0.44
H 5.66 3.07 -0.57 0.54
H 3.39 3.80 -1.03 0.51
C 5.82 1.51 9.19 -0.44
C 5.49 1.41 7.84 -0.52
C 5.29 2.55 7.09 0.05
C 5.43 3.79 7.70 0.01
C 5.75 3.91 9.04 -0.46
C 5.94 2.76 9.78 -0.44
N 5.24 5.01 6.90 1.04
O 4.94 4.88 5.73 -0.62
O 5.39 6.07 7.46 -0.60
H 5.98 0.62 9.77 0.38
H 5.40 0.44 7.38 0.38
H 5.04 2.48 6.04 0.37
H 5.85 4.88 9.49 0.46
H 6.20 2.84 10.83 0.38
C -1.58 -2.42 -4.01 -0.56
C -2.34 -3.38 -3.34 -0.33
C -2.05 -4.72 -3.50 -0.34
C -1.00 -5.08 -4.33 0.05
C -0.25 -4.15 -5.01 -0.51
C -0.54 -2.80 -4.84 -0.60
N -0.69 -6.51 -4.49 1.03
O -1.38 -7.30 -3.87 -0.62
O 0.23 -6.82 -5.21 -0.60
H -1.81 -1.37 -3.87 0.35
H -3.15 -3.07 -2.69 0.56
H -2.63 -5.47 -2.98 0.58
H 0.56 -4.46 -5.66 0.51
H 0.04 -2.06 -5.36 0.44
C -4.28 -8.40 -3.53 -0.52
C -5.12 -8.89 -4.52 -0.49
C -6.49 -8.72 -4.43 -0.41
C -7.00 -8.05 -3.33 0.07
C -6.19 -7.55 -2.33 -0.43
C -4.82 -7.73 -2.43 -0.34
N -8.46 -7.84 -3.24 1.01
O -9.15 -8.30 -4.12 -0.60
O -8.87 -7.22 -2.28 -0.61
H -3.21 -8.53 -3.60 0.48
H -4.70 -9.41 -5.37 0.40
H -7.14 -9.10 -5.19 0.47
H -6.62 -7.04 -1.48 0.47
H -4.17 -7.35 -1.65 0.50
C 1.51 7.95 -6.70 -0.42
C 2.41 8.71 -5.98 -0.47
C 3.09 8.16 -4.91 -0.36
C 2.85 6.84 -4.58 0.14
C 1.95 6.06 -5.28 -0.27
C 1.28 6.62 -6.35 -0.49
N 3.59 6.24 -3.46 1.02
O 4.36 6.95 -2.84 -0.61
O 3.38 5.07 -3.20 -0.56
H 0.98 8.38 -7.54 0.39
H 2.59 9.74 -6.25 0.38
H 3.80 8.75 -4.34 0.46
H 1.78 5.03 -5.01 0.44
H 0.57 6.03 -6.92 0.37
```

Properties
Charge: +1
Frontier orbital gap in hartree: 0.24927
LUMO in hartree: -0.152
HOMO level in eV: -10.9
Total energy in Ha: -4468.557626

***

Strongest force on any atom per entry: 0.0458; 0.0427 Eh/bohr
ΔE to the lowest compared entry with this formula, charge and spin per entry: 0.0; 0.0 kJ/mol